Formula: C45H56ClFeN4O6Se
Source: OMol25
Level of theory: ωB97M-V with the def2-TZVPD basis set

CARTESIAN COORDINATES (ANGSTROEM)
Se (9.585, 14.553, 15.705)
Fe (8.881, 13.986, 13.457)
Cl (7.593, 10.502, 18.675)
O (7.463, 11.406, 17.569)
O (8.938, 9.915, 18.684)
O (7.437, 11.204, 19.934)
O (11.600, 15.190, 13.703)
O (9.471, 12.039, 13.306)
O (6.665, 9.431, 18.505)
N (7.304, 15.152, 13.230)
N (10.674, 14.455, 22.163)
N (10.165, 13.255, 20.482)
N (8.575, 13.704, 11.276)
C (11.646, 10.193, 13.571)
C (6.675, 18.486, 14.528)
C (10.045, 16.217, 9.581)
C (10.400, 14.570, 20.865)
C (5.238, 16.978, 15.632)
C (11.039, 12.091, 8.315)
C (10.465, 10.926, 21.696)
C (5.678, 18.301, 15.470)
C (10.481, 12.327, 21.512)
C (11.046, 12.626, 23.870)
C (9.845, 11.478, 8.598)
C (10.785, 15.213, 10.562)
C (10.447, 10.134, 14.231)
C (7.554, 18.558, 11.592)
C (6.746, 15.063, 11.994)
C (7.196, 17.435, 13.823)
C (6.652, 16.154, 13.990)
C (8.840, 8.545, 15.634)
C (10.111, 8.910, 14.880)
C (12.103, 11.527, 12.977)
C (9.475, 18.401, 13.440)
C (7.431, 14.332, 10.972)
C (8.250, 17.719, 12.743)
C (12.334, 8.051, 14.281)
C (13.441, 6.996, 14.432)
C (5.511, 13.331, 14.653)
C (9.372, 13.075, 10.367)
C (9.497, 11.217, 14.247)
C (5.228, 14.361, 16.953)
C (6.715, 11.459, 8.590)
C (10.525, 13.779, 9.971)
C (7.658, 11.145, 9.700)
C (11.036, 7.900, 14.823)
C (11.108, 15.592, 22.972)
C (11.075, 11.247, 24.020)
C (10.559, 14.868, 14.220)
C (7.050, 11.178, 11.089)
C (12.625, 9.193, 13.643)
C (10.817, 13.134, 22.617)
C (5.689, 15.861, 14.989)
C (5.093, 14.590, 15.436)
C (9.043, 11.878, 9.594)
C (12.267, 15.592, 10.728)
C (10.652, 10.426, 22.965)
C (11.406, 13.171, 9.091)
H (9.698, 12.881, 19.614)
H (10.410, 15.320, 11.551)
H (9.626, 10.580, 8.116)
H (10.268, 10.349, 20.802)
H (7.722, 10.890, 11.880)
H (13.052, 6.089, 14.923)
H (7.109, 11.225, 7.570)
H (12.341, 13.618, 8.928)
H (12.383, 16.460, 11.356)
H (8.929, 11.352, 15.113)
H (14.173, 7.427, 15.157)
H (6.144, 14.758, 17.385)
H (6.477, 12.545, 8.655)
H (12.892, 15.854, 9.834)
H (8.039, 10.063, 9.533)
H (6.137, 10.613, 11.220)
H (11.205, 10.792, 24.996)
H (4.588, 16.830, 16.457)
H (9.065, 19.259, 13.939)
H (5.119, 12.488, 15.242)
H (9.847, 17.709, 14.171)
H (7.989, 9.099, 15.431)
H (5.455, 19.080, 16.203)
H (12.215, 15.745, 23.120)
H (10.631, 15.503, 23.968)
H (11.183, 13.285, 24.646)
H (10.822, 16.618, 8.913)
H (7.096, 14.428, 9.979)
H (13.973, 6.710, 13.471)
H (12.800, 14.873, 11.242)
H (8.570, 7.577, 15.234)
H (13.224, 11.684, 13.148)
H (3.987, 14.708, 15.220)
H (13.568, 9.351, 13.242)
H (11.905, 11.611, 11.911)
H (4.458, 14.893, 17.523)
H (11.634, 12.352, 13.425)
H (6.609, 13.221, 14.578)
H (9.551, 17.027, 10.114)
H (5.896, 15.626, 11.690)
H (5.231, 13.346, 17.293)
H (6.706, 17.942, 11.171)
H (5.826, 10.872, 8.890)
H (7.046, 19.539, 14.408)
H (7.121, 19.462, 12.015)
H (10.220, 18.594, 12.672)
H (10.477, 9.384, 23.276)
H (4.988, 13.357, 13.676)
H (8.166, 18.969, 10.850)
H (10.813, 6.941, 15.331)
H (8.576, 16.799, 12.391)
H (11.746, 11.544, 7.653)
H (10.869, 16.529, 22.476)
H (9.365, 15.581, 9.041)
H (6.727, 12.179, 11.421)
H (9.097, 8.445, 16.686)

2S+1 ... 5
Charge ... -1
E ... -6543.817626 Eh